(1)
77
Properties=species:S:1:pos:R:3:lowdin_spin:R:1 method="wB97M-V/def2-TZVPD" e_tot_ev=-115183.176 lumo_energy_ev="-9.153 / -9.680" spin_multiplicity=3 charge=+3 gap_ev="6.68 / 6.16"
Tc -0.212 -0.928 0.753 1.699
C 4.060 -1.336 1.360 0.008
C 2.620 -1.506 1.057 0.054
N 1.798 -0.529 0.840 -0.016
N 2.308 0.749 0.776 -0.002
C 1.469 1.652 0.377 -0.001
N 1.867 2.917 0.224 -0.006
S -0.250 1.303 0.011 0.074
C 1.993 -2.838 0.944 0.011
C 2.727 -3.998 0.859 0.006
C 2.071 -5.204 0.635 0.020
C 0.695 -5.205 0.493 0.004
C 0.014 -4.003 0.580 0.020
N 0.639 -2.836 0.812 0.015
H 4.289 -0.292 1.541 0.000
H 4.683 -1.685 0.531 0.004
H 4.323 -1.932 2.237 0.002
H 2.835 3.161 0.369 0.000
H 1.257 3.609 -0.174 0.000
H 3.805 -3.958 0.942 0.000
H 2.631 -6.127 0.560 0.001
H 0.150 -6.121 0.309 0.000
H -1.058 -3.956 0.445 0.001
N -0.134 0.269 4.755 0.019
C 0.148 0.378 3.462 0.023
N -0.280 -0.683 2.789 0.015
C -0.888 -1.543 3.726 0.008
C -1.480 -2.798 3.589 0.003
C -1.990 -3.384 4.729 0.001
C -1.909 -2.751 5.982 0.000
C -1.303 -1.523 6.128 0.002
C -0.798 -0.937 4.973 0.001
H 0.123 0.943 5.461 0.000
H 0.669 1.218 3.032 0.001
H -1.510 -3.316 2.638 0.000
H -2.449 -4.362 4.666 0.000
H -2.321 -3.246 6.850 0.000
H -1.216 -1.047 7.097 0.000
C -3.086 3.306 1.123 0.002
Ge -3.079 2.626 -0.679 0.002
C -2.407 3.780 -2.039 0.000
C -1.354 3.456 -2.897 0.000
C -0.943 4.384 -3.842 0.000
C -1.579 5.617 -3.931 0.000
C -2.631 5.932 -3.083 0.000
C -3.046 5.020 -2.122 0.000
C -4.238 1.159 -0.928 0.000
C -5.288 1.115 -0.027 0.000
C -6.375 0.251 -0.249 0.000
C -6.386 -0.554 -1.355 0.000
C -5.321 -0.549 -2.294 0.000
C -5.340 -1.379 -3.442 0.000
C -4.311 -1.353 -4.339 0.000
C -3.205 -0.501 -4.125 0.000
C -3.159 0.309 -3.024 0.000
C -4.219 0.319 -2.086 0.000
H -3.897 4.038 1.204 0.000
H -2.145 3.818 1.313 0.001
H -3.246 2.515 1.852 0.000
H -0.853 2.498 -2.831 0.000
H -0.130 4.142 -4.516 0.000
H -1.252 6.338 -4.670 0.000
H -3.133 6.887 -3.166 0.000
H -3.869 5.278 -1.463 0.000
H -5.302 1.760 0.845 0.000
H -7.202 0.240 0.449 0.000
H -7.228 -1.216 -1.531 0.000
H -6.195 -2.028 -3.604 0.000
H -4.346 -1.974 -5.225 0.000
H -2.398 -0.484 -4.848 0.000
H -2.316 0.974 -2.873 0.000
N -2.647 -2.260 -0.361 0.012
N -2.401 -1.297 0.688 0.009
H -3.624 -2.538 -0.356 0.001
H -2.479 -1.804 -1.254 0.001
H -2.702 -1.729 1.558 0.003
H -2.987 -0.473 0.565 0.002

=====

(2)
67
Properties=species:S:1:pos:R:3:mulliken_charge:R:1 method="wB97M-V/def2-TZVPD" e_tot_ev=-35218.202 lumo_energy_ev=-5.415 e_above_lowest_kcal_mol=4.3 charge=+1 gap_ev=5.54
C 5.576 1.326 2.318 -0.589
C 4.833 0.644 3.283 -0.874
C 3.605 0.056 2.947 -0.189
C 3.120 0.138 1.638 -0.642
C 1.723 -0.354 1.223 5.644
C 1.115 -1.206 2.340 -0.857
C 0.016 -0.794 3.105 -0.207
C -0.660 -1.731 3.900 -0.937
C -0.267 -3.070 3.897 -0.616
C 0.916 -3.442 3.248 -1.005
C 1.681 -2.467 2.601 0.011
C 0.876 0.887 0.919 0.026
C 0.921 1.960 1.822 -0.387
C 0.434 3.215 1.450 -0.898
C -0.160 3.392 0.195 -0.700
C -0.322 2.299 -0.656 -0.986
C 0.158 1.037 -0.272 -0.366
C 1.828 -1.188 -0.079 -2.735
C 3.069 -2.055 -0.334 -0.585
C 2.580 -2.999 -1.437 -0.798
C 1.064 -3.127 -1.245 -0.938
N 0.648 -2.025 -0.333 -0.128
C 3.875 0.818 0.672 -0.346
C 5.094 1.408 1.008 -0.999
H 6.532 1.785 2.576 0.402
H 5.196 0.565 4.308 0.441
H 3.026 -0.451 3.724 0.352
H -0.324 0.243 3.096 0.375
H -1.508 -1.392 4.502 0.413
H -0.862 -3.821 4.422 0.425
H 1.268 -4.477 3.265 0.458
H 2.713 -2.677 2.312 0.593
H 1.377 1.821 2.807 0.473
H 0.533 4.055 2.139 0.441
H -0.504 4.381 -0.113 0.420
H -0.810 2.407 -1.628 0.544
H -0.031 0.169 -0.908 0.521
H 1.846 -0.497 -0.938 0.934
H 3.910 -1.441 -0.671 0.409
H 3.385 -2.606 0.556 0.310
H 2.767 -2.513 -2.400 0.291
H 3.081 -3.971 -1.434 0.393
H 0.531 -3.043 -2.204 0.393
H 0.782 -4.102 -0.812 0.391
H 0.391 -2.472 0.550 0.281
H 3.492 0.907 -0.350 0.399
H 5.655 1.933 0.234 0.406
C -2.845 0.415 0.587 -1.259
C -2.925 -0.985 0.096 1.249
C -1.970 -1.956 0.634 -0.147
C -4.065 -1.391 -0.654 0.699
C -4.418 -2.768 -0.815 -0.160
C -5.627 -3.138 -1.389 -0.892
C -6.506 -2.170 -1.891 -0.264
C -6.157 -0.815 -1.812 -0.866
C -4.967 -0.430 -1.212 -0.159
H -2.838 1.131 -0.245 0.401
H -3.697 0.686 1.237 0.551
H -1.930 0.568 1.174 -0.313
H -1.762 -2.762 -0.079 0.246
H -1.035 -1.397 0.771 -0.602
H -2.250 -2.376 1.618 0.585
H -3.732 -3.536 -0.459 0.421
H -5.890 -4.194 -1.447 0.395
H -7.448 -2.470 -2.352 0.413
H -6.827 -0.057 -2.218 0.401
H -4.710 0.632 -1.172 0.334

=====

(3)
82
Properties=species:S:1:pos:R:3:lowdin_spin:R:1 method="wB97M-V/def2-TZVPD" e_tot_ev=-88538.327 lumo_energy_ev="-5.769 / -5.763" e_above_lowest_kcal_mol=0.0 spin_multiplicity=7 charge=+2 gap_ev="7.44 / 7.46"
Tb 12.139 -14.569 -5.328 6.024
C 13.584 -16.646 -3.157 0.000
N 13.694 -16.461 -4.584 -0.008
C 15.020 -16.052 -5.101 0.001
C 15.274 -14.604 -5.008 0.001
N 14.373 -13.628 -4.756 -0.003
C 15.147 -12.485 -4.569 0.000
C 14.841 -11.231 -4.003 0.000
C 15.913 -10.361 -3.727 0.000
C 17.230 -10.660 -4.023 0.000
C 17.577 -11.927 -4.529 0.000
C 16.540 -12.774 -4.794 0.000
N 16.548 -14.137 -5.072 0.000
C 12.270 -16.214 -2.645 0.000
N 11.671 -15.017 -2.859 -0.002
C 10.528 -14.991 -2.046 0.000
C 9.661 -13.953 -1.732 0.000
C 8.661 -14.219 -0.772 0.000
C 8.560 -15.434 -0.084 0.000
C 9.463 -16.478 -0.359 0.000
C 10.456 -16.209 -1.312 0.000
N 11.618 -16.913 -1.689 0.000
H 14.327 -16.075 -2.590 0.000
H 13.822 -17.663 -2.868 0.000
H 13.309 -17.259 -5.118 0.000
H 15.161 -16.384 -6.133 0.000
H 15.811 -16.582 -4.538 0.000
H 13.800 -10.889 -3.912 0.000
H 15.639 -9.394 -3.296 0.000
H 18.023 -9.984 -3.736 0.000
H 18.598 -12.202 -4.725 0.000
H 17.365 -14.709 -5.277 0.000
H 9.786 -12.983 -2.207 0.000
H 7.980 -13.406 -0.561 0.000
H 7.741 -15.647 0.596 0.000
H 9.381 -17.448 0.075 0.000
H 11.890 -17.824 -1.266 0.000
N 9.287 -11.188 -4.805 0.000
C 10.203 -10.679 -3.873 0.000
C 11.214 -11.583 -3.871 0.001
N 10.938 -12.649 -4.702 -0.009
C 9.759 -12.319 -5.310 0.000
C 9.069 -13.220 -6.300 0.000
N 9.707 -14.266 -6.886 0.001
C 8.794 -14.918 -7.637 0.000
C 7.592 -14.249 -7.601 0.000
N 7.789 -13.136 -6.778 0.000
H 8.517 -10.648 -5.200 0.000
H 10.035 -9.731 -3.344 0.000
H 12.114 -11.649 -3.266 0.000
H 9.029 -15.848 -8.158 0.000
H 6.639 -14.393 -8.135 0.000
H 7.086 -12.473 -6.458 0.000
O 10.924 -16.426 -5.321 -0.003
C 10.671 -17.407 -6.148 0.002
C 11.395 -17.644 -7.355 0.000
C 11.103 -18.812 -8.041 0.001
C 11.640 -19.024 -9.303 0.000
C 12.553 -18.140 -9.881 0.001
C 12.923 -16.998 -9.204 -0.001
C 12.374 -16.682 -7.907 0.001
O 12.705 -15.574 -7.290 -0.001
N 11.348 -20.192 -10.052 0.000
O 11.795 -20.265 -11.226 0.000
O 10.668 -21.042 -9.446 0.000
H 9.831 -18.129 -6.012 0.000
H 10.419 -19.542 -7.619 0.000
H 13.008 -18.365 -10.827 0.000
H 13.668 -16.312 -9.587 0.000
C 12.066 -11.569 -9.508 0.000
P 12.974 -11.957 -7.938 -0.001
C 14.594 -12.513 -8.610 0.000
C 13.317 -10.233 -7.374 0.000
H 12.490 -10.728 -9.983 0.000
H 11.024 -11.322 -9.211 0.000
H 12.023 -12.392 -10.262 0.000
H 14.907 -11.876 -9.441 0.000
H 14.456 -13.551 -8.943 0.000
H 15.309 -12.470 -7.779 0.000
H 13.889 -9.623 -8.109 0.000
H 13.948 -10.278 -6.494 0.000
H 12.357 -9.795 -7.117 0.000